Version i
Formula: C3H6S3
Source: OMol25
Level of theory: ωB97M-V/def2-TZVPD

```
! wB97M-V def2-TZVPD RIJCOSX def2/J DEFGRID3
* xyz 0 1
C 0.252 0.721 -0.662
C -0.808 -0.169 0.049
C 0.657 -0.168 0.482
H 0.901 2.800 0.748
H 0.658 0.657 -1.810
H -1.569 0.400 0.474
H -2.587 -2.053 -0.282
H 0.782 0.348 1.370
H 1.093 -2.299 0.689
S -0.221 2.393 -0.282
S -1.256 -1.414 -1.170
S 2.097 -1.217 0.395
*
```

Values from the calculation:
Gap between HOMO and LUMO = 0.32442 hartree
M = 138.3 g mol⁻¹
Highest occupied orbital energy = -8.8 eV



Version ii
Formula: C3H6S3
Source: OMol25
Level of theory: ωB97M-V/def2-TZVPD

```
! wB97M-V def2-TZVPD RIJCOSX def2/J DEFGRID3
* xyz 0 1
S -1.123 -0.399 2.242
C -0.321 -0.161 0.825
C -0.213 -1.239 -0.186
S 1.370 -2.117 -0.382
C 0.223 1.174 0.376
S -1.056 2.254 -0.400
H -0.535 -0.794 -1.145
H -0.929 -2.037 0.073
H 1.995 -0.949 -0.784
H 1.031 0.956 -0.295
H 0.659 1.685 1.214
H -1.101 1.627 -1.538
*
```

Values from the calculation:
Gap between HOMO and LUMO = 0.29913 hartree
M = 138.3 g mol⁻¹
Structure (SMILES) = S=C(CS)CS
Highest occupied orbital energy = -8.8 eV



Energetically preferred structure: version ii | next structure: +77.1 kcal/mol



Version i
Formula: C5H28NO10S
Source: OMol25
Level of theory: ωB97M-V/def2-TZVPD

```
! wB97M-V def2-TZVPD RIJCOSX def2/J DEFGRID3
* xyz -1 1
C 1.286 2.098 -0.455
C 0.919 3.128 -1.496
S 0.125 2.442 -2.929
C 1.463 0.571 -0.801
N 0.444 -0.356 -0.680
C -0.794 -0.005 -0.074
C -0.665 -0.230 1.401
O 2.482 0.108 -1.278
H 0.587 2.069 0.400
H 2.178 2.428 0.104
H 1.863 3.708 -1.968
H 0.393 4.118 -1.149
H 0.737 -1.302 -1.017
H -1.049 0.972 -0.342
H -1.618 -0.587 -0.670
H 0.478 -0.583 1.682
H -0.541 0.606 2.091
H -1.351 -0.977 1.842
H -2.892 0.478 -2.391
H -2.899 1.892 -2.386
O -3.384 1.185 -2.006
H 2.227 -0.834 1.456
H 3.211 -1.836 1.022
O 2.922 -1.408 1.853
H 1.601 -3.460 2.832
H 1.440 -2.342 1.828
O 0.965 -3.142 2.158
H 0.304 -3.330 -0.544
H -0.556 -2.882 -1.717
O 0.269 -3.217 -1.433
H -0.846 0.332 -2.749
H -0.753 -0.660 -4.070
O -1.184 -0.542 -3.141
H -2.438 2.845 -0.679
H -1.491 3.964 -0.601
O -1.845 3.290 -0.022
H -1.943 1.268 2.875
H -2.740 2.381 2.445
O -2.938 1.479 2.618
H 2.293 -3.390 -1.236
H 2.865 -1.829 -1.353
O 2.609 -2.630 -0.595
H -1.253 -1.599 3.946
H -0.130 -2.375 3.261
O -0.349 -1.843 3.968
*
```

Values from the calculation:
Gap between HOMO and LUMO = 0.23667 hartree
M = 294.3 g mol⁻¹
Highest occupied orbital energy = -3.7 eV



Version ii
Formula: C5H28NO10S
Source: OMol25
Level of theory: ωB97M-V/def2-TZVPD

```
! wB97M-V def2-TZVPD RIJCOSX def2/J DEFGRID3
* xyz -1 1
O 1.839 -0.406 -1.444
C 1.008 0.309 -2.012
N 0.218 1.167 -1.368
C 0.189 1.638 0.112
C -1.077 0.912 0.586
S -1.530 1.187 2.373
C -0.054 3.128 0.035
C 0.856 0.415 -3.538
H -0.487 1.642 -1.918
H 1.074 1.236 0.623
H -0.899 -0.154 0.512
H -1.997 1.159 0.069
H 0.332 3.522 1.004
H -1.106 3.359 -0.194
H 0.534 3.547 -0.785
H 0.009 -0.202 -3.847
H 0.812 1.458 -3.911
H 1.750 -0.028 -3.942
H -3.633 -0.886 -1.720
H -2.154 -0.649 -1.295
O -2.916 -0.250 -1.756
H -2.704 1.363 -2.579
H -2.587 2.850 -2.202
O -2.435 2.235 -2.927
H -1.464 -2.588 -0.178
H -0.705 -2.771 -1.479
O -1.605 -2.561 -1.148
H 2.067 -0.621 1.421
H 1.300 -1.614 0.603
O 2.059 -1.559 1.199
H 1.876 -3.182 2.354
H 1.228 -2.107 3.293
O 1.267 -3.041 3.080
H -1.408 -1.780 2.372
H -0.277 -2.781 2.204
O -1.190 -2.596 1.893
H 0.194 0.427 4.048
H -0.048 1.745 3.537
O 0.504 1.299 4.326
H 1.697 -2.145 -1.969
H 1.342 -3.644 -1.922
O 0.987 -2.782 -2.189
H 2.107 1.200 2.104
H 2.314 1.280 3.734
O 2.713 1.269 2.842
*
```

Values from the calculation:
Gap between HOMO and LUMO = 0.25279 hartree
M = 294.3 g mol⁻¹
Highest occupied orbital energy = -4.2 eV



Energetically preferred structure: version ii | next structure: +74.1 kcal/mol



Version i
Formula: C6H9N2O
Source: OMol25
Level of theory: ωB97M-V/def2-TZVPD

```
! wB97M-V def2-TZVPD RIJCOSX def2/J DEFGRID3
* xyz 1 1
C 0.849 -2.459 1.784
C -0.573 -2.081 1.445
C -0.305 1.514 -0.669
C 0.853 3.588 -1.465
C 0.504 2.155 -1.469
C -0.955 -2.013 0.133
N -3.189 -1.115 -0.262
N -2.216 -1.604 -0.097
O -1.223 0.965 -0.188
H 0.792 -3.580 2.121
H 1.263 -2.054 2.747
H -1.342 -1.934 2.155
H 0.448 4.379 -2.091
H 0.886 4.003 -0.520
H 1.889 3.475 -1.742
H 1.227 1.650 -2.057
H 1.522 -2.434 0.860
H -0.431 -2.455 -0.686
*
```

Values from the calculation:
Gap between HOMO and LUMO = 0.22838 hartree
M = 125.2 g mol⁻¹
Highest occupied orbital energy = -11.9 eV



Version ii
Formula: C6H9N2O
Source: OMol25
Level of theory: ωB97M-V/def2-TZVPD

```
! wB97M-V def2-TZVPD RIJCOSX def2/J DEFGRID3
* xyz 1 1
C 1.114 1.525 -0.205
N -0.005 0.631 -0.147
C -1.239 1.174 -0.003
C -2.282 0.315 0.250
C -2.092 -1.087 0.132
C -0.819 -1.572 -0.011
C 0.275 -0.663 -0.168
N 1.544 -1.153 -0.403
O 2.560 -0.589 0.719
H 1.882 1.277 0.528
H 1.561 1.602 -1.249
H 0.637 2.551 0.064
H -1.578 2.215 -0.023
H -3.332 0.803 0.349
H -2.809 -1.876 0.343
H -0.440 -2.612 0.048
H 1.593 -2.155 -0.417
H 3.429 -0.386 0.192
*
```

Values from the calculation:
Gap between HOMO and LUMO = 0.33913 hartree
M = 125.2 g mol⁻¹
Structure (SMILES) = Cn1cccc/c1=[NH+]/O
Highest occupied orbital energy = -13.9 eV



Energetically preferred structure: version ii | next structure: +35.2 kcal/mol



Version i
Formula: AlH12O6
Source: OMol25
Level of theory: ωB97M-V/def2-TZVPD

```
! wB97M-V def2-TZVPD RIJCOSX def2/J DEFGRID3
* xyz 3 1
Al -2.061 -19.280 14.430
O -2.957 -17.462 16.340
H -3.350 -17.785 17.174
H -2.922 -16.491 16.430
O -3.905 -17.245 13.562
H -3.365 -16.619 13.048
H -4.838 -16.997 13.370
O -4.296 -20.344 13.233
H -5.061 -19.936 12.765
H -4.160 -21.221 12.806
O -0.140 -18.491 16.290
H -0.081 -18.636 17.253
H 0.462 -17.745 16.110
O -1.317 -16.507 14.261
H -1.167 -15.818 13.577
H -0.722 -16.269 14.993
O -1.987 -20.628 16.878
H -1.984 -21.595 17.049
H -1.751 -20.212 17.726
*
```

Values from the calculation:
Gap between HOMO and LUMO = 0.17350 hartree
M = 135.1 g mol⁻¹
Highest occupied orbital energy = -23.6 eV



Version ii
Formula: AlH12O6
Source: OMol25
Level of theory: ωB97M-V/def2-TZVPD

```
! wB97M-V def2-TZVPD RIJCOSX def2/J DEFGRID3
* xyz 3 1
Al -0.363 0.259 0.862
O -1.480 1.804 -1.231
H -1.181 1.777 -2.162
H -2.310 2.324 -1.234
O 1.776 0.949 2.510
H 1.971 0.543 3.381
H 2.454 1.643 2.376
O -2.877 -0.455 -0.143
H -3.691 -0.848 0.235
H -3.007 -0.444 -1.111
O 1.783 -1.136 -0.417
H 1.652 -1.797 -1.131
H 2.370 -1.582 0.232
O -0.850 -2.498 0.348
H -1.567 -3.162 0.303
H -0.107 -2.891 -0.135
O 1.612 1.646 -0.612
H 2.084 1.251 -1.372
H 1.733 2.616 -0.699
*
```

Values from the calculation:
Gap between HOMO and LUMO = 0.18088 hartree
M = 135.1 g mol⁻¹
Highest occupied orbital energy = -23.7 eV



Energetically preferred structure: version ii | next structure: +10.7 kcal/mol



Version i
Formula: C6H17N2
Source: OMol25
Level of theory: ωB97M-V/def2-TZVPD

```
! wB97M-V def2-TZVPD RIJCOSX def2/J DEFGRID3
* xyz 1 1
C 3.439 -1.003 0.677
N -0.041 -0.934 -0.965
C -1.398 -1.179 -0.786
C -2.280 -0.020 -1.184
C -1.930 1.252 -0.399
C -2.449 1.207 1.039
C 2.871 0.280 0.057
N 1.544 0.629 0.499
H 2.973 -1.864 0.218
H 4.507 -1.039 0.466
H 3.260 -1.014 1.748
H -1.587 -1.573 0.235
H -1.520 -2.082 -1.448
H -2.186 0.125 -2.260
H -3.322 -0.269 -0.995
H -2.346 2.121 -0.891
H -0.836 1.351 -0.395
H -3.531 1.042 1.011
H -1.946 0.440 1.634
H -2.303 2.188 1.509
H 2.840 0.234 -1.028
H 3.498 1.132 0.322
H 0.792 0.058 0.072
H 1.463 0.691 1.510
H 0.486 -1.773 -0.647
*
```

Values from the calculation:
Gap between HOMO and LUMO = 0.20290 hartree
M = 117.2 g mol⁻¹
Highest occupied orbital energy = -13.9 eV



Version ii
Formula: C6H17N2
Source: OMol25
Level of theory: ωB97M-V/def2-TZVPD

```
! wB97M-V def2-TZVPD RIJCOSX def2/J DEFGRID3
* xyz 1 1
C -1.167 0.469 -0.413
N -1.537 0.119 0.837
C -1.502 -1.301 1.124
C -1.743 -1.563 2.614
C 0.573 0.573 -0.447
N 0.976 -0.685 -0.380
C 2.502 1.546 -1.632
C 0.981 1.466 -1.660
H -1.367 1.499 -0.615
H -1.419 -0.220 -1.218
H -2.414 0.569 1.086
H -0.533 -1.709 0.788
H -2.291 -1.797 0.561
H -1.534 -0.653 3.172
H -2.761 -1.889 2.809
H -1.115 -2.370 2.981
H 0.749 1.090 0.492
H 3.832 -2.080 -0.461
H 0.774 -1.131 -1.290
H 4.059 -1.743 0.156
H 2.921 2.224 -2.367
H 2.891 1.833 -0.667
H 2.934 0.555 -1.790
H 0.687 0.945 -2.573
H 0.594 2.444 -1.427
*
```

Values from the calculation:
Gap between HOMO and LUMO = 0.28117 hartree
M = 117.2 g mol⁻¹
Highest occupied orbital energy = -14.6 eV



Energetically preferred structure: version ii | next structure: +2.3 kcal/mol